26
Properties=species:S:1:pos:R:3 method="wB97M-V/def2-TZVPD" e_lumo_ev="0.8 / -1.3" multiplicity=3 max_force_ev_per_a=1.69 s_squared=2.03
Au -1.013 -1.740 0.044
C 0.723 2.317 0.003
C 0.446 0.845 -0.075
N -0.456 0.302 0.744
N -0.997 0.951 1.737
C -1.928 0.560 2.518
N -2.369 1.433 3.485
S -2.755 -1.023 2.639
C 1.084 0.008 -1.008
C 2.050 0.495 -1.931
C 2.693 -0.366 -2.771
C 2.411 -1.743 -2.697
C 1.433 -2.153 -1.826
N 0.758 -1.334 -1.024
H 0.126 2.748 0.804
H 0.453 2.804 -0.934
H 1.774 2.514 0.204
H -1.719 2.164 3.734
H -2.842 1.003 4.263
H 2.270 1.550 -1.957
H 3.416 -0.004 -3.486
H 2.934 -2.456 -3.312
H 1.154 -3.194 -1.753
C -2.831 -1.757 0.992
H -3.249 -2.741 1.183
H -3.566 -1.184 0.425